(1)
{
  "formula": "C4H7NO2S",
  "method": "ωB97M-V/def2-TZVPD",
  "total_charge": 0,
  "smiles": "C/C=N\\OCC(O)=S",
  "gap_ev": 8.751,
  "lumo_ha": 0.016,
  "symbols": ["C", "C", "C", "C", "H", "H", "H", "H", "H", "H", "H", "N", "O", "O", "S"],
  "positions_angstrom": [[2.226, 0.536, -0.012], [1.579, -0.479, -0.874], [-1.327, -0.687, 0.762], [-2.417, 0.108, -0.127], [3.374, 0.734, -0.521], [2.252, 0.118, 1.037], [1.700, 1.567, 0.216], [1.958, -1.153, -1.631], [-1.201, -1.820, 0.700], [-1.413, -0.516, 1.768], [-0.942, 1.153, -0.322], [0.347, -0.743, -0.707], [-0.124, 0.043, 0.457], [-2.014, 1.329, -0.344], [-3.997, -0.189, -0.402]],
  "nbo_charge": [-0.71, 0.06, -0.15, 0.20, 0.23, 0.26, 0.26, 0.23, 0.23, 0.21, 0.49, -0.13, -0.45, -0.65, -0.08]
}

(2)
{
  "formula": "C4H7NO2S2",
  "method": "ωB97M-V/def2-TZVPD",
  "total_charge": 0,
  "spin_multiplicity": 3,
  "gap_ev": [6.159, 5.864],
  "lumo_ha": [0.010, -0.127],
  "symbols": ["C", "C", "C", "C", "N", "O", "O", "S", "S", "H", "H", "H", "H", "H", "H", "H"],
  "positions_angstrom": [[2.330, -1.842, 0.416], [1.640, -0.784, -0.048], [2.322, 0.515, -0.183], [-1.452, 1.489, -0.695], [1.959, 1.272, -1.286], [3.168, 0.967, 0.546], [-0.412, -2.353, -0.741], [-0.936, 0.356, 0.662], [-0.002, -0.937, -0.777], [1.909, -2.751, 0.465], [3.368, -1.763, 0.762], [-2.455, 1.246, -1.040], [-0.733, 1.271, -1.493], [-1.203, 2.524, -0.406], [1.201, 0.986, -1.833], [2.435, 2.159, -1.378]],
  "nbo_charge": [-0.30, -0.37, 0.64, -0.74, -0.83, -0.58, -0.73, 0.01, 1.02, 0.20, 0.23, 0.24, 0.18, 0.24, 0.37, 0.42]
}

(3)
{
  "formula": "C4H7NO3",
  "method": "ωB97M-V/def2-TZVPD",
  "total_charge": 0,
  "smiles": "[H]/N=C/C=C.O=C=O.O",
  "gap_ev": 10.238,
  "lumo_ha": -0.003,
  "symbols": ["C", "C", "C", "C", "N", "O", "O", "O", "H", "H", "H", "H", "H", "H", "H"],
  "positions_angstrom": [[-1.212, -1.002, 0.434], [1.566, 1.060, 1.148], [0.710, -1.046, -1.042], [0.204, -1.331, 0.189], [-1.800, -0.154, -0.250], [0.887, 1.048, 2.106], [-0.257, 2.125, -0.583], [2.410, 1.142, 0.394], [-1.732, -1.348, 1.378], [-1.061, 1.473, -0.484], [1.721, -1.216, -1.328], [0.145, -0.531, -1.788], [0.757, -1.878, 0.938], [-2.753, 0.022, -0.112], [0.415, 1.636, -1.001]],
  "nbo_charge": [0.14, 1.05, -0.30, -0.30, -0.67, -0.54, -0.98, -0.52, 0.17, 0.49, 0.20, 0.21, 0.23, 0.36, 0.46]
}

(4)
{
  "formula": "C4H7NO3",
  "method": "ωB97M-V/def2-TZVPD",
  "total_charge": 0,
  "gap_ev": 8.551,
  "lumo_ha": 0.014,
  "symbols": ["C", "C", "C", "C", "N", "O", "O", "O", "H", "H", "H", "H", "H", "H", "H"],
  "positions_angstrom": [[1.059, 0.178, -0.809], [0.138, 1.333, -0.618], [-0.827, 1.247, 0.681], [1.871, -1.842, 0.136], [-2.494, -0.057, -0.318], [-3.206, -0.992, -0.244], [-1.578, 0.023, 0.712], [1.215, -0.573, 0.244], [0.336, 2.386, -0.595], [-0.588, 1.275, -1.414], [-0.294, 1.362, 1.629], [-1.683, 1.971, 0.520], [2.576, -1.886, -0.695], [1.119, -2.501, -0.228], [2.357, -1.925, 0.998]],
  "nbo_charge": [0.25, -0.61, -0.10, -0.24, 0.34, -0.28, -0.39, -0.49, 0.26, 0.25, 0.21, 0.19, 0.20, 0.20, 0.19]
}

(5)
{
  "formula": "C4H7NO3",
  "method": "ωB97M-V/def2-TZVPD",
  "total_charge": 0,
  "gap_ev": 6.795,
  "lumo_ha": -0.103,
  "symbols": ["O", "C", "N", "C", "O", "C", "C", "O", "H", "H", "H", "H", "H", "H", "H"],
  "positions_angstrom": [[-0.826, -0.572, -2.307], [-0.319, -0.286, -1.246], [-0.310, -1.325, -0.276], [0.095, -1.244, 1.037], [-0.033, -2.189, 1.774], [-0.199, 1.001, -0.599], [0.938, 1.787, -0.081], [0.715, 2.281, 1.215], [-0.668, -2.204, -0.625], [0.620, -0.317, 1.333], [-1.325, 0.839, 1.560], [-1.104, 1.593, -0.718], [1.858, 1.199, -0.123], [1.140, 2.660, -0.753], [-0.170, 1.942, 1.512]],
  "nbo_charge": [-0.51, 0.58, -0.64, 0.53, -0.55, -0.08, -0.17, -0.72, 0.43, 0.14, -0.14, 0.24, 0.18, 0.24, 0.47]
}

(6)
{
  "formula": "C4H7NO3",
  "method": "ωB97M-V/def2-TZVPD",
  "total_charge": 0,
  "smiles": "CO/C(=N/O)C(C)=O",
  "gap_ev": 10.142,
  "lumo_ha": 0.030,
  "symbols": ["C", "C", "C", "C", "H", "H", "H", "H", "H", "H", "H", "N", "O", "O", "O"],
  "positions_angstrom": [[-2.564, 0.479, -0.173], [-0.320, 0.096, 0.010], [0.919, -0.189, 0.743], [2.082, 0.779, 0.805], [-3.437, 0.731, 0.430], [-2.744, -0.477, -0.743], [-2.354, 1.325, -0.907], [0.901, 0.015, -2.594], [2.836, 0.388, 1.515], [2.659, 0.966, -0.133], [1.770, 1.698, 1.168], [-0.353, -0.087, -1.250], [-1.447, 0.319, 0.685], [0.932, -0.374, -1.702], [0.781, -1.324, 1.230]],
  "nbo_charge": [-0.27, 0.41, 0.54, -0.71, 0.20, 0.20, 0.19, 0.48, 0.24, 0.26, 0.23, -0.23, -0.46, -0.58, -0.49]
}

(7)
{
  "formula": "C4H7NO3",
  "method": "ωB97M-V/def2-TZVPD",
  "total_charge": 0,
  "gap_ev": 7.187,
  "lumo_ha": -0.100,
  "symbols": ["C", "C", "N", "C", "C", "O", "O", "O", "H", "H", "H", "H", "H", "H", "H"],
  "positions_angstrom": [[-1.502, 0.653, -0.271], [-0.493, -0.542, -0.513], [-0.066, -0.765, -1.827], [1.081, -0.128, -0.349], [1.316, 0.225, 1.196], [2.246, -0.323, 1.725], [0.563, 1.195, 1.727], [-0.775, -1.312, 0.483], [-1.625, 1.286, -1.173], [-2.452, 0.217, -0.039], [-1.213, 1.268, 0.549], [-0.529, -1.570, -2.288], [1.701, -1.025, -0.294], [1.505, 0.736, -0.856], [0.242, 0.086, 1.930]],
  "nbo_charge": [-0.56, 0.37, -0.44, -0.41, 0.64, -0.52, -0.58, -0.62, 0.21, 0.24, 0.25, 0.37, 0.27, 0.25, 0.53]
}

(8)
{
  "formula": "C4H7NO3",
  "method": "ωB97M-V/def2-TZVPD",
  "total_charge": 0,
  "smiles": "CCC(=O)NC(=O)O",
  "gap_ev": 10.698,
  "lumo_ha": 0.019,
  "symbols": ["O", "C", "N", "C", "O", "O", "C", "C", "H", "H", "H", "H", "H", "H", "H"],
  "positions_angstrom": [[0.875, 0.786, 1.891], [0.343, 0.281, 0.942], [1.160, -0.659, 0.247], [0.671, -1.759, -0.397], [1.577, -2.811, -0.293], [-0.433, -1.869, -0.779], [-0.965, 0.814, 0.549], [-0.931, 1.872, -0.514], [2.194, -0.717, 0.572], [1.341, -3.413, -1.126], [-1.497, 1.156, 1.347], [-1.733, -0.028, 0.314], [-0.821, 2.890, -0.187], [-0.112, 1.768, -1.209], [-1.669, 1.688, -1.356]],
  "nbo_charge": [-0.55, 0.70, -0.68, 0.89, -0.71, -0.60, -0.51, -0.62, 0.44, 0.50, 0.24, 0.24, 0.22, 0.22, 0.23]
}

(9)
{
  "formula": "C4H7NO4",
  "method": "ωB97M-V/def2-TZVPD",
  "total_charge": 0,
  "gap_ev": 8.955,
  "lumo_ha": 0.016,
  "symbols": ["C", "C", "C", "C", "N", "O", "O", "O", "O", "H", "H", "H", "H", "H", "H", "H"],
  "positions_angstrom": [[0.079, 0.515, 0.223], [0.319, 0.272, 1.694], [1.147, -0.792, -0.765], [-0.934, -0.246, -0.455], [-1.946, 0.303, -1.119], [0.150, 1.868, -0.133], [1.707, -1.708, 0.036], [1.658, -0.343, -1.752], [-0.531, -1.447, -0.764], [0.767, 1.925, -0.879], [0.998, -2.099, 0.576], [-2.403, -0.205, -1.860], [-2.121, 1.289, -1.008], [1.374, 0.401, 1.939], [0.000, -0.726, 1.996], [-0.263, 0.993, 2.273]],
  "nbo_charge": [0.04, -0.63, 0.87, 0.64, -0.74, -0.72, -0.69, -0.64, -0.63, 0.50, 0.50, 0.42, 0.42, 0.23, 0.21, 0.22]
}

(10)
{
  "formula": "C4H7NOS",
  "method": "ωB97M-V/def2-TZVPD",
  "total_charge": 0,
  "smiles": "C=N/C=C\\CSO",
  "gap_ev": 9.083,
  "lumo_ha": 0.023,
  "symbols": ["C", "C", "C", "C", "N", "O", "S", "H", "H", "H", "H", "H", "H", "H"],
  "positions_angstrom": [[0.302, -1.528, 0.113], [1.195, -0.661, -0.355], [-0.945, -1.169, 0.852], [0.816, 1.591, -0.926], [1.220, 0.696, -0.136], [-1.651, 1.399, 0.493], [-0.904, 0.481, 1.635], [0.467, -2.584, -0.036], [2.077, -1.022, -0.870], [-1.823, -1.163, 0.204], [-1.120, -1.876, 1.662], [-0.982, 1.808, -0.086], [1.000, 2.624, -0.653], [0.346, 1.405, -1.897]],
  "nbo_charge": [-0.26, -0.05, -0.60, -0.12, -0.38, -0.85, 0.54, 0.21, 0.21, 0.24, 0.23, 0.47, 0.18, 0.16]
}

(11)
{
  "formula": "C4H7NOS",
  "method": "ωB97M-V/def2-TZVPD",
  "total_charge": 0,
  "gap_ev": 7.970,
  "lumo_ha": 0.024,
  "symbols": ["C", "C", "C", "C", "N", "O", "S", "H", "H", "H", "H", "H", "H", "H"],
  "positions_angstrom": [[-2.837, 1.053, 0.316], [-2.179, -0.341, -0.409], [0.697, -0.126, 0.796], [0.142, 0.160, -0.562], [-1.007, -0.740, -0.866], [-3.330, -0.924, -0.628], [-4.349, 0.070, 0.208], [-2.311, 1.252, 1.358], [-0.016, -0.133, 1.674], [0.955, -1.246, 0.755], [1.683, 0.441, 0.942], [-0.111, 1.256, -0.687], [0.736, -0.138, -1.296], [-1.099, -1.060, -1.801]],
  "nbo_charge": [-0.72, 0.57, -0.63, -0.21, -0.61, -0.60, 0.52, 0.21, 0.23, 0.21, 0.23, 0.21, 0.19, 0.40]
}

(12)
{
  "formula": "C4H7NOS",
  "method": "ωB97M-V/def2-TZVPD",
  "total_charge": 0,
  "smiles": "COC(=S)N1CC1",
  "gap_ev": 9.136,
  "lumo_ha": 0.027,
  "symbols": ["C", "C", "C", "C", "H", "H", "H", "H", "H", "H", "H", "N", "O", "S"],
  "positions_angstrom": [[1.011, -1.678, -1.170], [-0.177, 0.412, -0.790], [-0.326, 1.557, 1.352], [-1.269, 0.368, 1.412], [1.725, -2.315, -0.495], [0.434, -2.549, -1.874], [1.678, -1.176, -1.962], [-0.259, 2.699, 1.479], [0.808, 1.190, 1.326], [-0.802, -0.810, 1.705], [-2.188, 0.891, 1.603], [-0.972, 1.202, 0.024], [0.370, -0.703, -0.305], [-0.034, 0.913, -2.304]],
  "nbo_charge": [-0.30, 0.34, -0.28, -0.30, 0.20, 0.21, 0.22, 0.25, 0.19, 0.28, 0.23, -0.43, -0.53, -0.09]
}

(13)
{
  "formula": "C4H7NOS",
  "method": "ωB97M-V/def2-TZVPD",
  "total_charge": 0,
  "gap_ev": 7.446,
  "lumo_ha": -0.023,
  "symbols": ["C", "C", "C", "C", "H", "H", "H", "H", "H", "H", "H", "N", "O", "S"],
  "positions_angstrom": [[1.684, -1.014, 0.006], [0.473, -0.080, -0.028], [-0.885, -0.551, 0.181], [-2.094, 0.133, -0.037], [2.641, -0.430, 0.270], [1.577, -1.774, 1.097], [1.949, -1.801, -0.999], [1.795, 1.225, -1.293], [-0.217, 2.074, -0.199], [-0.972, -1.704, 0.326], [-1.431, 1.901, 1.044], [0.995, 1.139, -0.303], [-2.059, 1.437, 0.160], [-3.455, -0.555, -0.225]],
  "nbo_charge": [-0.68, 0.22, -0.42, 0.11, 0.23, 0.24, 0.25, 0.43, 0.37, 0.25, 0.50, -0.81, -0.69, 0.00]
}

(14)
{
  "formula": "C4H7NOS",
  "method": "ωB97M-V/def2-TZVPD",
  "total_charge": 0,
  "gap_ev": 9.147,
  "lumo_ha": 0.015,
  "symbols": ["C", "C", "C", "C", "N", "O", "S", "H", "H", "H", "H", "H", "H", "H"],
  "positions_angstrom": [[1.240, 2.565, -1.656], [-2.318, -1.515, 0.385], [1.403, 3.114, -0.626], [-1.041, -1.577, 0.871], [1.231, -0.684, 1.570], [0.757, -1.231, -0.983], [0.234, -0.462, 0.448], [0.961, 1.958, -2.487], [0.753, -0.573, -1.709], [-3.079, -2.250, 0.623], [-2.541, -0.949, -0.445], [1.443, 3.569, 0.318], [-1.033, -1.911, 1.923], [1.990, -0.053, 1.768]],
  "nbo_charge": [-0.24, -0.31, -0.22, -0.44, -1.14, -0.91, 1.29, 0.23, 0.48, 0.21, 0.18, 0.23, 0.24, 0.39]
}

(15)
{
  "formula": "C4H7NOS",
  "method": "ωB97M-V/def2-TZVPD",
  "total_charge": 0,
  "smiles": "C=C(/C=N/S)OC",
  "gap_ev": 9.155,
  "lumo_ha": 0.018,
  "symbols": ["C", "C", "C", "C", "H", "H", "H", "H", "H", "H", "H", "N", "O", "S"],
  "positions_angstrom": [[0.662, -1.735, -0.524], [-0.564, 0.267, -0.678], [-1.746, 0.509, -1.276], [-0.206, 0.956, 0.569], [1.321, -2.304, -1.159], [1.178, -1.490, 0.420], [-0.248, -2.322, -0.292], [-2.025, 0.042, -2.187], [-2.437, 1.235, -0.838], [-1.001, 1.542, 1.012], [2.520, 1.316, 2.630], [0.955, 0.838, 1.077], [0.329, -0.571, -1.261], [1.262, 1.718, 2.508]],
  "nbo_charge": [-0.25, 0.25, -0.41, 0.03, 0.20, 0.19, 0.17, 0.21, 0.20, 0.17, 0.12, -0.54, -0.51, 0.18]
}

(16)
{
  "formula": "C4H7NOS",
  "method": "ωB97M-V/def2-TZVPD",
  "total_charge": 0,
  "smiles": "O=[S@@H]1=C[C@@H]2N[C@@H]2C1",
  "gap_ev": 8.333,
  "lumo_ha": 0.007,
  "symbols": ["C", "C", "C", "C", "N", "O", "S", "H", "H", "H", "H", "H", "H", "H"],
  "positions_angstrom": [[-0.542, 1.363, -0.003], [-0.309, -1.209, -0.310], [0.852, 0.935, 0.255], [1.066, -0.543, 0.068], [1.801, 0.382, -0.775], [-2.761, -0.138, -0.386], [-1.499, 0.027, 0.247], [-1.086, 2.311, 0.327], [-0.528, -1.310, -1.397], [-0.433, -2.162, 0.202], [1.564, 1.258, 1.036], [1.869, -1.021, 0.666], [1.533, 0.542, -1.728], [-1.527, -0.435, 1.799]],
  "nbo_charge": [-0.83, -0.65, -0.11, -0.11, -0.59, -0.90, 1.69, 0.26, 0.25, 0.25, 0.22, 0.23, 0.36, -0.06]
}

(17)
{
  "formula": "C4H7NOS",
  "method": "ωB97M-V/def2-TZVPD",
  "total_charge": 0,
  "gap_ev": 8.923,
  "lumo_ha": 0.023,
  "symbols": ["C", "C", "C", "C", "N", "O", "S", "H", "H", "H", "H", "H", "H", "H"],
  "positions_angstrom": [[-2.298, 0.442, -1.179], [-1.462, -0.188, -0.286], [2.213, 0.501, -0.123], [0.028, -0.342, -0.471], [-2.340, -0.355, 0.824], [0.878, 0.226, 0.452], [-3.707, 0.215, -0.129], [-2.088, 0.816, -2.088], [2.596, -0.511, -0.046], [2.781, 1.184, 0.530], [2.209, 0.922, -1.114], [0.343, -1.415, -0.661], [0.290, 0.261, -1.725], [-2.444, -1.097, 1.505]],
  "nbo_charge": [-0.43, 0.08, -0.25, -0.04, -0.72, -0.55, 0.42, 0.22, 0.18, 0.20, 0.18, 0.17, 0.12, 0.41]
}

(18)
{
  "formula": "C4H7NOS",
  "method": "ωB97M-V/def2-TZVPD",
  "total_charge": 0,
  "spin_multiplicity": 3,
  "gap_ev": [6.756, 8.455],
  "lumo_ha": [0.021, -0.023],
  "symbols": ["C", "C", "C", "C", "N", "O", "S", "H", "H", "H", "H", "H", "H", "H"],
  "positions_angstrom": [[2.798, 0.301, 0.183], [1.209, -1.035, -0.351], [-1.740, 0.829, -0.466], [-0.904, 0.035, 0.531], [0.483, -0.005, 0.119], [0.893, -2.270, -0.098], [1.497, 1.372, -0.028], [3.661, 0.602, -0.424], [-1.706, 0.357, -1.445], [-1.345, 1.839, -0.557], [-2.775, 0.883, -0.137], [-1.284, -0.991, 0.599], [-0.959, 0.492, 1.525], [0.174, -2.408, 0.549]],
  "nbo_charge": [-0.51, 0.51, -0.61, -0.23, -0.62, -0.66, 0.44, 0.17, 0.22, 0.22, 0.22, 0.19, 0.21, 0.46]
}

(19)
{
  "formula": "C4H7NOS2",
  "method": "ωB97M-V/def2-TZVPD",
  "total_charge": 0,
  "gap_ev": 8.460,
  "lumo_ha": 0.021,
  "symbols": ["C", "C", "C", "C", "N", "O", "S", "S", "H", "H", "H", "H", "H", "H", "H"],
  "positions_angstrom": [[1.064, -1.054, -0.723], [-0.046, -1.799, -1.042], [0.164, 1.098, -0.025], [-0.286, 1.652, 1.086], [1.142, 0.165, -0.119], [-2.002, -1.103, 0.630], [-1.525, 2.945, 1.144], [-1.758, -1.275, -0.791], [2.015, -1.523, -0.792], [0.016, -2.761, -1.442], [-2.170, -2.623, -1.145], [-0.416, 1.233, -0.978], [0.259, 1.486, 1.966], [1.864, 0.105, 0.579], [-1.474, 2.646, 2.415]],
  "nbo_charge": [0.06, -0.57, -0.05, -0.34, -0.59, -0.98, 0.03, 1.09, 0.20, 0.22, 0.00, 0.20, 0.20, 0.39, 0.13]
}

(20)
{
  "formula": "C4H7NOS2",
  "method": "ωB97M-V/def2-TZVPD",
  "total_charge": 0,
  "smiles": "C=CSCS/C=N/O",
  "gap_ev": 9.298,
  "lumo_ha": 0.029,
  "symbols": ["C", "C", "C", "C", "H", "H", "H", "H", "H", "H", "H", "N", "O", "S", "S"],
  "positions_angstrom": [[0.267, -0.479, 1.770], [0.187, 1.491, -0.099], [-0.488, -0.647, -1.706], [-0.138, -1.590, -2.525], [-2.430, -1.481, 2.149], [0.723, -1.075, 2.540], [0.525, 2.559, -0.059], [-0.793, 1.417, 0.321], [-1.233, -0.839, -0.977], [-0.611, -2.556, -2.481], [0.591, -1.429, -3.331], [-0.988, -0.543, 1.592], [-1.534, -1.477, 2.476], [1.337, 0.619, 0.974], [0.129, 1.030, -1.835]],
  "nbo_charge": [-0.14, -0.72, -0.35, -0.39, 0.47, 0.21, 0.25, 0.25, 0.22, 0.20, 0.20, -0.20, -0.56, 0.30, 0.24]
}

Ordered ΔE to the lowest compared entry with this formula, charge and spin results: 496.3 115.2 204.3 777.4 636.2 403.6 879.9 138.9 259.1 252.5 475.7 488.9 711.2 554.1 215.7 539.9 418.6 273.4 353.0 281.6; unit kJ/mol.
Ordered E_tot results: -759.88753 -1158.04018 -437.06558 -436.84730 -436.90108 -436.98966 -436.80824 -437.09049 -512.28379 -684.71091 -684.62587 -684.62086 -684.53619 -684.59603 -684.72492 -684.60142 -684.64762 -684.55853 -1082.86040 -1082.88756; unit hartree.